ORCA calculation (wB97M-V/def2-TZVPD) on a structure of composition C4H11N3O at a distorted geometry.

Calculated values
max |F| = 6.37 eV/Å
E_HOMO = -7.76 eV
LUMO level = 0.0294 hartree
ΔE to the lowest compared entry with this formula, charge and spin = 3.470 eV

Geometry as ORCA input:
```
! wB97M-V def2-TZVPD RIJCOSX def2/J DEFGRID3
* xyz 0 1
H 0.88 2.40 1.30
H -1.50 1.16 1.10
H -2.25 -0.11 -2.07
H 0.89 -1.73 0.89
H -2.34 -1.81 -2.26
H 2.23 -0.61 0.59
N -1.92 -1.02 -1.79
C 0.16 0.51 -0.81
N 1.09 2.07 0.36
C 0.27 0.28 0.61
N -0.82 0.48 1.41
H 1.06 0.39 -1.41
H 1.43 -0.64 2.18
H -0.58 1.21 -1.17
O -0.17 -2.28 -1.15
H 2.09 1.88 0.35
H -1.12 -0.27 2.01
C -0.68 -1.18 -1.25
C 1.27 -0.72 1.11
*
```